No. 1
A structure of composition C18H22FeIN2O4PS2. Source: the Open Molecules 2025 dataset; level of theory: wB97M-V/def2-TZVPD.

Last column: Löwdin charge in e.
Cartesian coordinates (Å):
Fe (-1.189, -0.413, -0.397)  0.1361
C (-1.473, 3.828, -1.484)  -0.0394
C (-1.097, 3.570, -0.053)  -0.2843
N (-0.602, 4.582, 0.664)  0.0778
C (-0.274, 4.319, 1.936)  -0.1401
C (-0.399, 3.085, 2.538)  -0.1852
C (0.001, 2.924, 3.969)  -0.2265
O (-1.124, 2.882, 4.871)  -0.0811
C (-0.915, 1.992, 1.788)  -0.1113
C (-1.081, 0.713, 2.398)  -0.0923
N (-1.362, -0.438, 1.731)  -0.0751
C (-1.479, -1.606, 2.420)  -0.3571
C (-1.072, -1.809, 3.770)  -0.0311
C (-1.236, -3.020, 4.419)  -0.1128
C (-1.808, -4.121, 3.786)  -0.1323
C (-2.203, -3.977, 2.461)  -0.1936
C (-2.033, -2.763, 1.829)  -0.5992
I (-2.646, -2.613, -0.166)  1.0938
C (-1.289, 2.276, 0.450)  -0.3047
O (-1.847, 1.368, -0.344)  -0.2424
H (-1.228, 4.859, -1.738)  0.0654
H (-2.540, 3.653, -1.646)  0.0761
H (-0.949, 3.142, -2.155)  0.0692
H (0.128, 5.151, 2.511)  0.0995
H (0.629, 3.762, 4.273)  0.1060
H (0.579, 2.005, 4.103)  0.1076
H (-1.903, 2.722, 4.327)  0.0756
H (-1.023, 0.679, 3.480)  0.0820
H (-0.591, -0.994, 4.294)  0.0923
H (-0.898, -3.110, 5.445)  0.0956
H (-1.938, -5.064, 4.300)  0.0866
H (-2.642, -4.810, 1.926)  0.0809
C (4.091, 0.006, -3.873)  -0.0791
C (3.204, 0.768, -2.912)  -0.2972
O (1.818, 0.551, -3.218)  -0.3416
P (0.947, -0.529, -2.407)  -0.1469
S (-0.903, -0.352, -3.051)  0.3225
S (1.293, -0.438, -0.458)  0.3763
O (1.579, -1.948, -2.850)  -0.3648
C (1.343, -2.470, -4.165)  -0.3286
C (0.471, -3.699, -4.060)  -0.0844
H (5.135, 0.290, -3.723)  0.0738
H (3.815, 0.231, -4.905)  0.0788
H (3.999, -1.069, -3.712)  0.0635
H (3.365, 1.841, -2.996)  0.1165
H (3.403, 0.481, -1.880)  0.0700
H (2.318, -2.710, -4.588)  0.1078
H (0.872, -1.716, -4.797)  0.0871
H (0.950, -4.459, -3.440)  0.0777
H (0.290, -4.118, -5.054)  0.0747
H (-0.486, -3.433, -3.612)  0.0577

Cartesian forces, eV/Å:
0.3 0.9 0.2
0.0 0.1 0.0
0.0 0.2 -0.1
0.0 -0.1 0.0
0.0 0.0 -0.1
0.0 0.1 0.0
-0.1 0.0 0.1
0.0 0.0 -0.1
-0.1 -0.3 0.2
0.0 0.0 -0.1
0.0 -0.2 0.0
0.0 -0.1 0.4
0.0 0.0 -0.1
0.0 0.1 0.0
0.0 0.0 0.0
0.1 0.1 0.2
-0.1 0.0 -0.2
-0.3 -0.4 -0.1
-0.1 -0.3 -0.2
0.1 0.2 0.0
0.0 0.0 0.0
0.0 0.0 0.0
0.0 0.0 0.0
0.0 0.0 0.0
0.0 0.1 0.0
0.0 0.0 0.0
0.0 0.0 0.0
0.0 0.0 0.0
0.0 -0.1 0.0
0.0 0.0 0.0
0.0 0.0 0.0
0.0 0.0 0.0
0.0 0.0 0.0
0.0 0.0 0.0
0.1 0.1 0.0
0.3 -0.2 -0.2
-0.1 -0.1 0.3
-0.3 0.0 0.0
0.1 0.0 -0.1
0.0 0.0 0.1
-0.1 -0.1 -0.1
0.0 0.0 0.0
0.0 0.0 0.0
0.0 0.0 0.0
0.0 0.1 0.0
0.0 0.0 0.1
0.1 0.0 0.0
0.0 0.1 0.0
0.0 0.0 0.0
0.0 0.0 0.0
0.0 0.0 0.0

HOMO (spin up / spin down): -2.489 / -4.669 eV
Net charge: -1
E_tot: -3808.91498 a.u.
Kohn-Sham gap (spin up / spin down): 4.83 / 7.00 eV
Energy above the lowest of the compared OMol25 structures with the same formula, charge and spin: 0.0 kJ/mol
E_LUMO (spin up / spin down): 2.3 / 2.3 eV
Spin multiplicity: 6

No. 2
A structure of composition C18H22IrNO2Te at a distorted geometry. Source: the Open Molecules 2025 dataset; level of theory: wB97M-V/def2-TZVPD.

Last column: Löwdin charge in e.
Cartesian coordinates (Å):
Ir (0.029, -0.289, -0.314)  1.1443
C (-3.118, -3.927, 0.512)  -0.0397
C (-2.006, -3.600, -0.485)  -0.3648
C (-1.942, -4.590, -1.656)  -0.0253
C (-1.894, -2.166, -0.874)  -0.1671
C (-2.557, -1.135, -0.152)  0.0130
C (-2.552, 0.183, -0.592)  -0.0340
C (-1.916, 0.561, -1.802)  -0.2737
C (-2.112, 1.910, -2.390)  0.0112
C (-1.135, -0.440, -2.456)  -0.0595
C (-1.121, -1.762, -1.995)  -0.0373
H (-3.115, -4.994, 0.718)  0.1026
H (-4.103, -3.683, 0.104)  0.1079
H (-3.009, -3.407, 1.464)  0.0853
H (-1.066, -3.792, 0.074)  0.1665
H (-2.764, -4.413, -2.355)  0.1086
H (-2.040, -5.604, -1.280)  0.1030
H (-1.014, -4.539, -2.224)  0.0828
H (-3.171, -1.394, 0.702)  0.1358
H (-3.139, 0.922, -0.060)  0.1452
H (-1.368, 2.620, -2.011)  0.1010
H (-3.087, 2.317, -2.124)  0.1158
H (-2.002, 1.897, -3.473)  0.1167
H (-0.635, -0.203, -3.388)  0.1529
H (-0.594, -2.505, -2.579)  0.1382
C (2.950, 0.751, -1.121)  0.0119
C (1.537, 1.051, -0.859)  -0.4304
O (0.901, 2.055, -0.869)  0.1081
H (3.462, 1.633, -1.511)  0.1247
H (3.059, -0.077, -1.823)  0.1181
H (3.438, 0.437, -0.192)  0.1158
O (1.636, -1.130, 1.777)  0.0671
N (1.038, -1.318, 0.818)  -0.1676
Te (-0.088, 1.699, 2.442)  1.3597
C (-0.287, 2.708, 4.248)  -0.5980
C (0.698, 2.502, 5.242)  -0.1110
C (0.595, 3.194, 6.423)  -0.0082
C (-0.453, 4.102, 6.626)  0.0526
C (-1.444, 4.274, 5.646)  -0.0064
C (-1.362, 3.601, 4.452)  -0.1092
H (1.521, 1.817, 5.081)  0.1122
H (1.334, 3.032, 7.197)  0.1382
H (-0.494, 4.682, 7.539)  0.1425
H (-2.276, 4.940, 5.827)  0.1377
H (-2.112, 3.762, 3.689)  0.1127

Cartesian forces, eV/Å:
-3.3 1.3 -1.8
-0.4 0.3 -0.2
0.9 -0.7 0.7
-0.4 0.3 -0.5
0.2 -0.1 -0.1
0.2 0.1 0.1
0.2 0.2 -0.1
0.2 0.0 0.2
0.2 0.3 0.0
0.3 0.0 0.1
0.1 0.0 -0.1
0.1 0.0 0.0
0.0 0.0 0.0
0.1 0.0 0.0
-0.1 0.1 -0.1
0.0 -0.1 0.0
0.0 0.0 0.1
0.1 0.0 0.1
0.2 0.0 0.1
0.0 0.0 0.0
0.0 0.0 0.0
0.0 -0.1 0.0
-0.1 -0.1 0.0
0.0 0.1 0.0
0.1 0.0 0.1
0.7 0.1 -0.2
-0.2 -0.4 0.1
0.0 -0.1 -0.2
-0.1 0.0 0.0
-0.2 0.0 0.0
-0.1 0.0 0.0
0.2 -0.3 0.2
1.4 -1.2 0.9
-0.3 0.7 1.1
0.2 -0.3 -0.6
0.0 0.0 0.0
0.2 -0.1 0.1
0.0 -0.1 -0.1
-0.1 0.1 0.0
-0.1 0.1 0.0
0.0 0.0 0.0
0.0 0.1 0.0
0.0 -0.1 0.0
0.0 0.1 0.0
0.0 0.0 0.0

HOMO (spin up / spin down): -18.234 / -18.473 eV
Net charge: +3
E_tot: -1275.38742 a.u.
Kohn-Sham gap (spin up / spin down): 7.27 / 5.06 eV
Energy above the lowest of the compared OMol25 structures with the same formula, charge and spin: 116.1 kJ/mol
E_LUMO (spin up / spin down): -11.0 / -13.4 eV
Spin multiplicity: 6

No. 3
A structure of composition C18H22MnO5SeSi at a distorted geometry. Source: the Open Molecules 2025 dataset; level of theory: wB97M-V/def2-TZVPD.

Last column: Löwdin charge in e.
Cartesian coordinates (Å):
Mn (-0.417, -0.315, -2.296)  0.6297
O (-1.455, -1.162, 1.678)  0.1516
C (-0.937, -0.555, 0.710)  -0.5348
O (-1.456, -0.624, -0.540)  -0.1239
C (0.311, 1.714, 1.212)  -0.1079
C (1.607, -0.396, 0.617)  -0.1721
C (2.729, 0.005, 1.546)  -0.0724
C (3.052, 1.466, 1.156)  -0.1067
C (2.373, 1.700, -0.140)  -0.2468
O (2.097, 0.362, -0.603)  -0.0540
C (1.078, 2.464, 0.093)  -0.1097
C (0.373, 2.545, -1.199)  -0.6141
O (0.418, 3.631, -1.723)  0.1362
O (-0.247, 1.584, -1.766)  -0.0950
H (0.857, 1.851, 2.195)  0.1796
H (1.510, -1.478, 0.289)  0.1698
H (2.512, -0.165, 2.593)  0.1314
H (3.649, -0.598, 1.294)  0.1531
H (2.764, 2.172, 1.907)  0.1109
H (4.153, 1.617, 1.141)  0.1464
H (3.006, 2.112, -0.914)  0.1840
H (1.354, 3.465, 0.432)  0.1793
C (-0.593, -5.607, -3.043)  -0.2156
Si (-0.397, -4.103, -2.021)  0.4018
C (1.371, -4.083, -1.405)  -0.2162
C (-2.022, -3.686, -1.265)  -0.2148
Se (-0.174, -2.076, -3.568)  0.5362
H (-0.622, -6.480, -2.393)  0.0516
H (0.274, -5.715, -3.741)  0.0576
H (-1.507, -5.552, -3.640)  0.0469
H (1.532, -4.712, -0.493)  0.0608
H (1.740, -3.077, -1.267)  -0.0150
H (1.968, -4.591, -2.230)  0.0687
H (-2.698, -4.552, -1.231)  0.0547
H (-2.514, -2.912, -1.880)  0.0309
H (-2.022, -3.245, -0.271)  0.0247
C (0.273, 0.221, 0.936)  0.1895
C (-0.991, 2.483, 1.528)  -0.1649
C (-0.770, 3.633, 2.296)  -0.0430
C (-1.726, 4.622, 2.393)  -0.0481
C (-3.010, 4.285, 1.960)  -0.0539
C (-3.317, 3.050, 1.370)  -0.0317
C (-2.274, 2.166, 1.083)  -0.0051
H (0.212, 3.799, 2.790)  0.1324
H (-1.521, 5.624, 2.762)  0.1175
H (-3.776, 5.000, 2.065)  0.0946
H (-4.321, 2.847, 1.080)  0.1039
H (-2.444, 1.268, 0.502)  0.1019

Cartesian forces, eV/Å:
-0.9 2.2 1.8
2.2 2.1 -2.2
-4.0 -2.7 -0.3
2.8 0.1 1.4
-2.0 -0.8 1.7
0.8 -0.2 -1.7
1.3 -0.7 0.2
2.2 -0.1 1.3
0.0 -0.9 -0.1
-1.8 -0.9 0.4
1.5 -1.4 0.5
-0.8 2.6 -1.1
0.3 0.9 -0.3
-0.4 -3.7 -0.4
0.1 -0.5 -1.1
0.2 1.3 0.7
0.0 0.2 0.3
-1.2 0.3 0.2
-0.4 0.4 0.5
-0.6 -0.4 -0.4
0.0 0.4 -0.2
-0.4 -0.1 0.0
0.6 0.1 -1.2
0.1 0.4 -0.9
0.3 -1.2 -0.1
-0.7 0.5 0.5
0.3 -0.7 0.7
-0.1 -0.1 0.0
-0.7 -0.1 0.5
0.1 -0.2 0.1
-0.2 0.6 -0.6
0.3 0.1 0.2
-0.7 0.8 0.9
0.4 0.1 -0.1
0.2 -0.4 0.1
0.2 0.0 0.2
1.0 2.2 -0.9
0.2 -0.4 0.2
1.1 0.4 0.0
-0.9 -0.6 -0.2
0.5 -0.7 -0.4
1.3 0.7 0.3
0.2 0.3 0.0
-0.5 -0.1 -0.6
0.0 -0.4 0.3
-0.9 0.7 0.1
-0.5 -0.2 -0.2
-0.2 0.2 0.0

HOMO (spin up / spin down): -11.983 / -11.982 eV
Net charge: +1
E_tot: -4916.79489 a.u.
Kohn-Sham gap (spin up / spin down): 5.80 / 5.80 eV
E_LUMO (spin up / spin down): -6.2 / -6.2 eV

No. 4
A cluster of 5 separate species, C18H22N2O16S3 in total at a distorted geometry. Source: the Open Molecules 2025 dataset; level of theory: wB97M-V/def2-TZVPD.

Last column: Löwdin charge in e.
Cartesian coordinates (Å):
C (-3.866, -7.025, -3.542)  -0.1852
C (-2.672, -7.165, -2.573)  -0.1792
O (-1.798, -8.002, -3.307)  -0.2303
S (-1.826, -7.596, -5.020)  0.8122
O (-2.021, -8.834, -5.793)  -0.2612
O (-0.796, -6.603, -5.408)  -0.2631
O (-3.294, -6.814, -4.822)  -0.2285
H (-4.470, -6.133, -3.376)  0.1319
H (-4.519, -7.897, -3.593)  0.1321
H (-3.113, -7.626, -1.689)  0.1408
H (-2.127, -6.230, -2.444)  0.1305
C (-3.869, -19.193, -2.141)  -0.1480
C (-3.299, -19.012, -3.557)  -0.2134
O (-3.636, -20.208, -4.132)  -0.1995
S (-3.469, -21.497, -3.098)  0.7206
O (-2.118, -22.010, -2.985)  -0.2591
O (-4.462, -22.528, -3.358)  -0.2481
O (-3.866, -20.577, -1.800)  -0.1842
H (-4.897, -18.832, -2.159)  0.1378
H (-3.238, -18.683, -1.413)  0.1166
H (-2.245, -18.815, -3.752)  0.1150
H (-3.861, -18.320, -4.183)  0.1370
C (-0.085, -19.710, -2.266)  -0.2722
C (1.256, -19.793, -1.513)  -0.1260
O (1.275, -18.666, -0.591)  -0.2082
S (-0.175, -17.915, -0.580)  0.7527
O (0.074, -16.481, -0.570)  -0.2215
O (-1.105, -18.609, 0.318)  -0.2296
O (-0.386, -18.403, -2.177)  -0.2143
H (-0.854, -20.347, -1.829)  0.1050
H (0.074, -19.980, -3.310)  0.1435
H (2.201, -19.845, -2.053)  0.1309
H (1.138, -20.667, -0.873)  0.1243
C (-0.863, -11.409, -2.109)  -0.0768
C (-1.196, -11.651, -3.392)  -0.1144
C (-1.604, -12.844, -3.880)  0.0028
C (-1.809, -13.905, -2.965)  -0.1542
C (-1.548, -13.683, -1.654)  0.0209
C (-1.094, -12.409, -1.174)  0.0061
N (-2.222, -15.216, -3.450)  -0.3114
O (-2.302, -15.395, -4.684)  0.0394
O (-2.694, -16.015, -2.667)  0.0762
H (-0.363, -10.465, -1.950)  0.1106
H (-1.089, -10.813, -4.063)  0.0924
H (-1.788, -13.080, -4.918)  0.1133
H (-1.594, -14.553, -1.016)  0.1085
H (-0.881, -12.289, -0.122)  0.1055
C (-2.149, -10.069, 6.743)  -0.1782
C (-3.124, -11.024, 6.757)  -0.1373
C (-3.398, -11.778, 5.648)  -0.0295
C (-2.466, -11.691, 4.567)  -0.1656
C (-1.515, -10.725, 4.558)  -0.0596
C (-1.403, -9.862, 5.649)  -0.1361
N (-2.562, -12.694, 3.480)  -0.4632
O (-3.536, -13.455, 3.394)  -0.1229
O (-1.570, -12.886, 2.732)  -0.1446
H (-1.788, -9.540, 7.612)  0.0869
H (-3.835, -11.132, 7.563)  0.0903
H (-4.273, -12.409, 5.593)  0.0948
H (-0.870, -10.625, 3.697)  0.0963
H (-0.644, -9.096, 5.597)  0.0909

Cartesian forces, eV/Å:
0.1 0.7 0.1
-1.2 0.3 -1.6
1.0 -0.6 -2.4
-0.8 0.2 0.8
0.7 2.8 1.9
-2.6 -2.7 1.2
2.1 -0.5 -1.4
0.0 -0.1 0.3
0.2 -0.2 0.3
1.0 -0.2 0.2
-0.5 0.2 0.6
0.7 1.6 0.2
-0.1 0.9 -0.1
-0.2 -4.9 -1.0
-0.7 -0.7 0.0
-1.2 1.4 -0.2
1.0 2.3 0.2
0.6 -1.4 -1.3
0.1 -0.1 0.4
-0.4 0.1 0.1
0.1 0.1 0.9
0.1 0.6 0.6
1.6 -1.9 -0.5
-0.6 -1.2 1.8
-0.7 0.3 0.1
0.9 0.1 -0.6
-0.9 -2.8 0.1
1.8 1.5 -2.1
-2.1 4.0 1.4
0.2 -0.1 0.0
-0.3 0.0 0.0
-0.3 0.4 -0.2
0.6 -0.2 0.0
0.2 -0.5 2.0
0.0 1.1 -2.6
-1.0 -2.4 -0.1
1.0 1.6 -1.3
0.5 0.4 1.8
0.0 -1.1 -0.6
-1.8 -0.1 -1.9
0.8 0.4 1.5
0.6 -0.1 0.5
-0.3 0.1 0.8
0.1 -0.1 -0.4
0.0 0.5 -0.1
-0.2 0.3 0.5
0.0 -0.1 0.1
0.8 1.1 2.2
-1.9 -0.7 0.0
0.7 0.0 -0.8
-2.3 -3.5 -1.7
1.2 1.5 -0.2
1.3 -0.5 -2.6
0.9 2.1 2.2
-2.1 -0.7 0.5
1.5 0.7 -0.9
-0.7 0.2 0.5
0.2 0.1 0.5
0.2 -0.2 -0.1
0.1 -0.1 0.0
0.1 0.1 0.2

HOMO (spin up / spin down): -1.370 / -4.810 eV
Net charge: -1
E_tot: -3206.69709 a.u.
Kohn-Sham gap (spin up / spin down): 2.62 / 6.06 eV
E_LUMO (spin up / spin down): 1.2 / 1.2 eV
Spin multiplicity: 2